No. 1
Computed, not measured: 2 unconnected molecules or ions with the total composition C15H18O at a distorted geometry, with ωB97M-V with the def2-TZVPD basis set.

The energy above the lowest of the compared OMol25 structures with the same formula, charge and spin comes out at 2.246 eV. Its SMILES is CCc1ccc(O)cc1.Cc1ccccc1. As for the multiplicity: 1.

Bonds (Å) are listed after each position.
CARTESIAN COORDINATES (ANGSTROEM)
1 C 0.74 -3.45 -0.96  C2 1.526, H10 1.097, H11 1.111, H12 1.075
2 C -0.72 -3.00 -0.89  C1 1.526, C3 1.530, H13 1.102, H14 1.086
3 C -0.99 -1.80 0.01  C2 1.530, C4 1.381, C9 1.422
4 C -2.15 -1.06 -0.11  C3 1.381, C5 1.375, H15 1.070
5 C -2.49 0.02 0.67  C4 1.375, C6 1.381, H16 1.083
6 C -1.62 0.39 1.67  C5 1.381, O7 1.386, C8 1.397
7 O -2.03 1.21 2.71  C6 1.386, H17 0.962
8 C -0.38 -0.24 1.81  C6 1.397, C9 1.398, H18 1.059
9 C -0.14 -1.41 1.08  C3 1.422, C8 1.398, H19 1.096
10 H 1.54 -2.75 -0.67  C1 1.097
11 H 1.01 -4.08 -1.83  C1 1.111
12 H 0.69 -4.17 -0.17  C1 1.075
13 H -1.19 -2.81 -1.87  C2 1.102
14 H -1.31 -3.80 -0.46  C2 1.086
15 H -2.93 -1.45 -0.74  C4 1.070
16 H -3.52 0.30 0.89  C5 1.083
17 H -2.62 1.85 2.31  O7 0.962
18 H 0.24 0.09 2.60  C8 1.059
19 H 0.54 -2.15 1.52  C9 1.096
20 C -0.40 3.35 -1.20  C21 1.558, H27 1.090, H28 1.102, H29 1.068
21 C 0.54 2.25 -0.62  C20 1.558, C22 1.407, C26 1.397
22 C 1.54 2.67 0.27  C21 1.407, C23 1.384, H30 1.085
23 C 2.71 1.92 0.36  C22 1.384, C24 1.397, H31 1.082
24 C 2.60 0.56 0.09  C23 1.397, C25 1.387, H32 1.063
25 C 1.52 0.09 -0.65  C24 1.387, C26 1.416, H33 1.067
26 C 0.53 0.96 -1.17  C21 1.397, C25 1.416, H34 1.093
27 H 0.17 4.19 -1.58  C20 1.090
28 H -0.77 3.72 -0.24  C20 1.102
29 H -1.18 3.00 -1.85  C20 1.068
30 H 1.42 3.63 0.76  C22 1.085
31 H 3.58 2.23 0.92  C23 1.082
32 H 3.40 0.00 0.51  C24 1.063
33 H 1.62 -0.87 -1.11  C25 1.067
34 H 0.02 0.60 -2.07  C26 1.093

***

No. 2
Computed, not measured: 2 unconnected molecules or ions with the total composition C15H18O at a distorted geometry, with ωB97M-V with the def2-TZVPD basis set.

The energy above the lowest of the compared OMol25 structures with the same formula, charge and spin comes out at 1.621 eV. Its SMILES is Cc1ccc(O)cc1.CCc1ccccc1. As for the multiplicity: 1.

Bonds (Å) are listed after each position.
CARTESIAN COORDINATES (ANGSTROEM)
1 C -1.78 -0.28 3.17  C2 1.512, H9 1.085, H10 1.100, H11 1.107
2 C -2.14 0.63 2.02  C1 1.512, C3 1.388, C8 1.421
3 C -2.45 0.00 0.83  C2 1.388, C4 1.388, H12 1.088
4 C -2.62 0.68 -0.37  C3 1.388, C5 1.391, H13 1.068
5 C -2.52 2.06 -0.34  C4 1.391, O6 1.359, C7 1.411
6 O -2.64 2.78 -1.49  C5 1.359, H14 0.954
7 C -2.11 2.70 0.85  C5 1.411, C8 1.346, H15 1.094
8 C -2.03 2.05 2.03  C2 1.421, C7 1.346, H16 1.115
9 H -2.18 -1.28 3.00  C1 1.085
10 H -2.16 0.04 4.15  C1 1.100
11 H -0.68 -0.43 3.24  C1 1.107
12 H -2.17 -1.05 0.79  C3 1.088
13 H -2.73 0.09 -1.25  C4 1.068
14 H -3.34 2.51 -2.08  O6 0.954
15 H -2.04 3.75 0.53  C7 1.094
16 H -1.81 2.63 2.96  C8 1.115
17 C 1.59 -3.48 -0.80  C18 1.534, H25 1.099, H26 1.100, H27 1.079
18 C 2.70 -2.48 -0.45  C17 1.534, C19 1.585, H28 1.070, H29 1.104
19 C 2.47 -1.03 -1.05  C18 1.585, C20 1.391, C24 1.417
20 C 3.18 0.04 -0.53  C19 1.391, C21 1.391, H30 1.081
21 C 2.72 1.33 -0.80  C20 1.391, C22 1.389, H31 1.083
22 C 1.54 1.59 -1.48  C21 1.389, C23 1.367, H32 1.101
23 C 0.79 0.56 -1.98  C22 1.367, C24 1.418, H33 1.068
24 C 1.22 -0.75 -1.66  C19 1.417, C23 1.418, H34 1.071
25 H 1.58 -3.94 -1.80  C17 1.099
26 H 0.55 -3.13 -0.71  C17 1.100
27 H 1.60 -4.32 -0.13  C17 1.079
28 H 2.61 -2.28 0.60  C18 1.070
29 H 3.67 -2.78 -0.88  C18 1.104
30 H 4.04 0.00 0.13  C20 1.081
31 H 3.36 2.14 -0.49  C21 1.083
32 H 1.31 2.65 -1.64  C22 1.101
33 H -0.12 0.55 -2.55  C23 1.068
34 H 0.58 -1.58 -1.85  C24 1.071

***

| no. | energy (Ha) | HOMO (eV) | orbital gap (eV) |
| --- | --- | --- | --- |
| 1 | -657.53454 | -8.1 | 8.96 |
| 2 | -657.55750 | -8.3 | 9.10 |